Entry from the OMol25 dataset: a structure of composition C3H2EuFO3 in a non-equilibrium geometry (ωB97M-V/def2-TZVPD).

Cartesian coordinates (Å):
O: -1.3972 1.3804 0.1147
C: -1.4103 0.2194 -0.4294
C: -0.5573 -0.7890 0.0486
H: -2.0974 -0.0072 -1.2555
H: -0.6424 -1.8525 -0.1585
F: -0.3572 -0.5305 1.4378
Eu: 0.1977 1.7792 1.6588
O: 2.4882 -0.8322 -1.2140
O: 1.8961 0.7979 0.2679
C: 1.8798 -0.1656 -0.4703

Cartesian forces (eV/Å) of the 2 atoms listed first:
-0.41 -0.23 -0.22
0.80 -0.69 0.07

Values from the calculation:
LUMO energy (alpha / beta) (eV): -4.81 / -4.73
Total charge: +1
Gap between HOMO and LUMO (alpha / beta) (eV): 7.952 / 8.075
Relative energy (zero: lowest compared OMol25 entry of this formula, charge and spin) (eV): 0.783
Spin multiplicity: 8